(1)
Computed, not measured: C5H6Br2N2 in the gas phase in a non-equilibrium geometry, with ωB97M-V/def2-TZVPD.

Output
* structure (SMILES): CCc1[nH]nc(Br)c1Br
* frontier orbital gap: 0.3406 Eh
* max |F|: 6.04 eV/Å
* 2S+1: 1

Each atom is followed by the atoms it is bonded to, with distances in Å.
Element x y z (Å)
1 C 2.883 0.397 -0.287  C2 1.654, C3 1.364, Br8 1.847
2 C 1.380 0.208 0.376  C1 1.654, C5 1.481, N7 1.329
3 C 3.668 0.443 0.828  C1 1.364, N6 1.327, Br9 1.861
4 C -0.038 -1.745 -0.280  C5 1.519, H10 1.028, H11 1.088, H12 1.073
5 C 0.184 -0.245 -0.371  C2 1.481, C4 1.519, H13 1.067, H14 1.087
6 N 2.990 0.351 1.964  C3 1.327, N7 1.326
7 N 1.700 0.304 1.662  C2 1.329, N6 1.326, H15 1.009
8 Br 3.154 0.565 -2.107  C1 1.847
9 Br 5.506 0.731 0.844  C3 1.861
10 H -0.445 -2.096 0.596  C4 1.028
11 H 0.854 -2.368 -0.270  C4 1.088
12 H -0.538 -2.180 -1.125  C4 1.073
13 H -0.712 0.321 -0.244  C5 1.067
14 H 0.585 -0.078 -1.367  C5 1.087
15 H 1.160 0.521 2.485  N7 1.009

=====

(2)
Computed, not measured: C3H6O2 in the gas phase in a non-equilibrium geometry, with ωB97M-V/def2-TZVPD.

Output
* structure (SMILES): CC(=O)CO
* frontier orbital gap: 0.3756 Eh
* max |F|: 2.96 eV/Å
* 2S+1: 1

Each atom is followed by the atoms it is bonded to, with distances in Å.
Element x y z (Å)
1 C 0.691 -0.850 1.054  C2 1.526, H6 1.096, H7 1.072, H8 1.110
2 C 0.423 0.382 0.193  C1 1.526, O3 1.210, C4 1.561
3 O 0.058 1.244 0.960  C2 1.210
4 C -0.186 0.441 -1.243  C2 1.561, O5 1.417, H9 1.094, H10 1.104
5 O -1.579 0.391 -0.981  C4 1.417, H11 0.970
6 H 1.616 -0.739 1.633  C1 1.096
7 H 0.668 -1.696 0.396  C1 1.072
8 H -0.131 -0.949 1.792  C1 1.110
9 H 0.056 -0.412 -1.882  C4 1.094
10 H 0.077 1.357 -1.799  C4 1.104
11 H -1.694 0.831 -0.125  O5 0.970

=====

(3)
Computed, not measured: a 4-piece molecular cluster, C4H17NO3 overall in a non-equilibrium geometry, with ωB97M-V/def2-TZVPD.

Output
* structure (SMILES): CNC(C)C.O.O.O
* frontier orbital gap: 0.3727 Eh
* max |F|: 3.60 eV/Å
* 2S+1: 1

Each atom is followed by the atoms it is bonded to, with distances in Å.
Element x y z (Å)
1 C 0.404 -1.981 -1.619  N2 1.466, H6 1.100, H7 1.141, H8 1.118
2 N -0.109 -1.552 -0.314  C1 1.466, C4 1.451, H9 1.020
3 C -2.201 -0.646 -1.508  C4 1.558, H10 1.099, H11 1.088, H12 1.088
4 C -1.196 -0.590 -0.320  N2 1.451, C3 1.558, C5 1.554, H13 1.081
5 C -0.563 0.828 -0.377  C4 1.554, H14 1.122, H15 1.111, H16 1.087
6 H -0.059 -2.663 -2.347  C1 1.100
7 H 1.317 -2.652 -1.484  C1 1.141
8 H 0.890 -1.176 -2.223  C1 1.118
9 H -0.480 -2.418 0.077  N2 1.020
10 H -3.039 -1.224 -1.094  C3 1.099
11 H -1.751 -1.017 -2.426  C3 1.088
12 H -2.556 0.362 -1.716  C3 1.088
13 H -1.716 -0.680 0.623  C4 1.081
14 H -1.108 1.586 0.244  C5 1.122
15 H -0.651 1.378 -1.338  C5 1.111
16 H 0.443 0.870 0.031  C5 1.087
17 H 0.943 1.857 3.476  O19 0.962
18 H 1.592 0.577 2.605  O19 0.966
19 O 1.573 1.135 3.394  H17 0.962, H18 0.966
20 H 2.175 -0.830 0.475  O22 0.970
21 H 3.301 -0.834 1.445  O22 0.973
22 O 2.494 -0.331 1.243  H20 0.970, H21 0.973
23 H 0.738 3.576 1.469  O25 0.962
24 H -0.317 2.785 0.635  O25 0.969
25 O -0.124 3.641 1.046  H23 0.962, H24 0.969

=====

(4)
Computed, not measured: an isolated ion of composition C6H13F2IN and charge +1 in a non-equilibrium geometry, with ωB97M-V/def2-TZVPD.

Output
* structure (SMILES): CC(C)[C@H](C[NH3+])C(F)(F)I
* frontier orbital gap: 0.3520 Eh
* max |F|: 4.31 eV/Å
* 2S+1: 1
* total charge: +1

Each atom is followed by the atoms it is bonded to, with distances in Å.
Element x y z (Å)
1 C 0.129 1.567 -1.460  C4 1.519, H11 1.051, H12 1.083, H13 1.117
2 C 0.841 1.800 0.850  C4 1.465, H14 1.167, H15 1.182, H16 1.120
3 C 0.795 -1.094 -0.133  C5 1.510, N7 1.559, H17 1.059, H18 1.037
4 C -0.196 1.233 -0.015  C1 1.519, C2 1.465, C5 1.599, H19 1.078
5 C -0.393 -0.308 0.365  C3 1.510, C4 1.599, C6 1.572, H20 1.159
6 C -1.761 -0.769 -0.259  C5 1.572, F8 1.422, F9 1.354, I10 2.201
7 N 0.781 -2.472 0.596  C3 1.559, H21 1.092, H22 1.045, H23 1.092
8 F -2.007 -2.072 0.256  C6 1.422
9 F -1.524 -0.982 -1.575  C6 1.354
10 I -3.504 0.503 0.173  C6 2.201
11 H 1.035 1.180 -1.825  C1 1.051
12 H 0.436 2.598 -1.329  C1 1.083
13 H -0.713 1.653 -2.189  C1 1.117
14 H 1.884 2.001 0.365  C2 1.167
15 H 0.468 2.846 1.254  C2 1.182
16 H 0.844 1.236 1.818  C2 1.120
17 H 0.809 -1.276 -1.177  C3 1.059
18 H 1.580 -0.516 0.218  C3 1.037
19 H -1.118 1.689 0.309  C4 1.078
20 H -0.586 -0.327 1.507  C5 1.159
21 H 1.305 -2.455 1.555  N7 1.092
22 H 1.153 -3.246 0.001  N7 1.045
23 H -0.259 -2.790 0.694  N7 1.092

=====

Computed highest occupied orbital energy (eV) in order:
-8.5, -9.8, -9.6, -13.2
Computed E (eV) in order:
-148345.3764, -7301.7963, -12055.1104, -21450.7612
Computed energy relative to the best compared isomer or geometry (same formula, charge and spin) (eV) in order:
0.988, 1.882, 1.636, 0.000